(1)
{"formula": "C4H12N2O", "method": "ωB97M-V with the def2-TZVPD basis set", "elements": ["C", "C", "C", "C", "N", "N", "H", "H", "H", "H", "H", "H", "H", "H", "H", "H", "H", "H", "O"], "xyz": [[1.7132, 1.4150, -2.1690], [1.4104, 1.8878, -0.7158], [0.7764, 0.7756, 0.1364], [0.4456, -0.4489, -0.3305], [-0.6050, -1.1055, 0.2817], [1.0156, 0.7001, 1.5793], [2.6682, 0.9358, -2.3182], [0.8978, 0.9183, -2.5914], [1.7603, 2.3133, -2.8621], [2.2951, 2.2844, -0.1217], [0.7464, 2.7613, -0.6688], [0.9964, -0.9081, -1.1771], [-0.5570, -1.9224, 0.9851], [-1.5465, -1.1704, -0.3056], [0.4053, 0.0799, 1.9647], [0.6346, 1.5837, 1.9666], [-4.3212, -3.7906, 2.8096], [-4.7707, -2.9725, 1.5364], [-3.9648, -3.3369, 2.0003]], "forces_ev_per_angstrom": [[0.675, 3.251, -0.063], [0.437, -0.431, 1.126], [4.008, 1.829, 3.762], [-1.110, -3.302, -2.022], [-3.200, -1.777, 0.513], [-1.087, 4.832, -4.338], [0.048, -0.542, 0.315], [-1.151, -1.342, -0.467], [0.127, -0.705, 1.088], [-0.742, -0.746, -0.858], [-0.244, -0.243, -0.322], [-0.544, 0.521, 0.192], [0.317, 1.655, -1.847], [2.892, -0.022, 1.504], [-1.843, -3.068, 1.273], [1.366, 0.045, 0.180], [0.444, 0.678, -1.231], [1.259, -0.703, 0.882], [-1.650, 0.070, 0.316]], "multiplicity": 2, "e_homo_ev": [-14.01, -14.01], "charge": 1, "de_lowest_ev": 2.202, "homo_lumo_gap_ev": [9.350, 6.856]}

(2)
{"formula": "C3H8NO3", "method": "ωB97M-V with the def2-TZVPD basis set", "elements": ["O", "C", "C", "N", "C", "O", "H", "H", "H", "H", "H", "H", "H", "H", "O"], "xyz": [[-1.8380, -1.9643, -0.6729], [-1.7276, -0.9594, -0.0111], [-0.6259, -0.6594, 0.9553], [0.2580, 0.2543, 0.2157], [1.3876, 0.8284, 1.1569], [2.4216, 0.0345, 1.2208], [-2.4443, -0.1208, -0.1213], [-0.0751, -1.5413, 1.3276], [-1.0077, -0.1900, 1.8648], [0.8315, -0.3657, -0.3548], [0.8029, 0.9934, 2.0973], [1.6089, 1.7963, 0.6627], [0.7153, 1.3438, -2.4696], [-0.1708, 1.6454, -1.2867], [-0.1245, 1.7799, -2.2627]], "forces_ev_per_angstrom": [[-0.072, 0.031, 0.044], [-0.028, -0.151, 0.260], [0.848, -0.331, 0.176], [-0.131, 0.069, 0.577], [-0.072, -0.405, -0.641], [0.038, -0.220, 0.299], [-0.034, -0.006, -0.171], [-0.291, -0.076, -0.433], [-0.216, 0.427, -0.193], [-0.023, 0.092, -0.158], [0.137, 0.280, 0.093], [-0.134, 0.400, 0.193], [-0.312, 0.144, 0.021], [-0.043, -0.318, -0.404], [0.333, 0.065, 0.338]], "multiplicity": 1, "e_homo_ev": -3.23, "charge": -1, "de_lowest_ev": 2.884, "homo_lumo_gap_ev": 7.093}

(3)
{"formula": "C3CoF6NO4S2", "method": "ωB97M-V with the def2-TZVPD basis set", "elements": ["Co", "O", "C", "O", "N", "S", "O", "C", "F", "F", "F", "S", "O", "C", "F", "F", "F"], "xyz": [[-0.1881, 0.6750, 2.8812], [-3.4718, -1.0141, 0.9022], [-3.0381, -0.3624, 1.7779], [-2.7308, -0.2125, 2.9114], [0.1237, -0.3816, -1.2343], [-0.9632, 0.6627, -0.6888], [-1.1313, 0.6253, 0.8747], [-0.1721, 2.3648, -0.8555], [0.0827, 2.5857, -2.1374], [0.9610, 2.4677, -0.1752], [-1.0257, 3.2814, -0.4228], [1.6557, -0.3663, -0.5752], [2.6600, -0.0550, -1.6523], [1.7733, -2.2302, -0.4375], [0.9232, -2.6770, 0.4769], [1.5307, -2.8313, -1.5911], [3.0106, -2.5321, -0.0543]], "forces_ev_per_angstrom": [[0.051, 0.070, -0.412], [0.176, 1.870, -0.474], [0.003, -3.482, 1.845], [-0.235, 1.518, -1.444], [-0.208, 0.565, 0.298], [0.437, -0.775, 1.691], [0.145, 0.268, -1.433], [0.039, -0.995, 0.223], [0.050, 0.220, -0.503], [0.204, 0.184, 0.180], [-0.292, 0.451, 0.147], [0.803, 0.331, -1.087], [-1.041, -0.348, 1.103], [-0.258, 0.947, -0.278], [-0.244, -0.257, 0.284], [-0.040, -0.337, -0.299], [0.410, -0.230, 0.159]], "multiplicity": 4, "e_homo_ev": [-2.79, -3.50], "charge": -1, "homo_lumo_gap_ev": [5.738, 6.410]}

(4)
{"formula": "C14H34GeO10P2Ti", "method": "ωB97M-V with the def2-TZVPD basis set", "elements": ["Ti", "C", "C", "C", "C", "O", "Ge", "O", "C", "C", "C", "C", "O", "C", "C", "C", "C", "H", "H", "H", "H", "H", "H", "H", "H", "H", "H", "H", "H", "H", "H", "H", "H", "H", "H", "H", "H", "H", "H", "H", "H", "H", "H", "H", "C", "C", "O", "P", "O", "O", "O", "P", "O", "O", "O", "H", "H", "H", "H", "H", "H", "H"], "xyz": [[-0.0775, -0.3551, -0.0373], [3.2835, 1.6462, -1.7749], [2.3686, 0.4410, -1.8390], [1.2378, 0.6533, -2.8317], [3.1416, -0.8267, -2.1474], [1.7722, 0.2288, -0.5106], [1.7154, 1.5571, 0.9543], [0.7497, 0.0100, 1.7539], [1.3746, -0.9089, 2.7183], [2.2867, -0.1017, 3.6249], [2.1512, -1.9706, 1.9595], [0.2312, -1.5080, 3.5141], [-0.0508, 1.7899, 0.3323], [-0.7667, 3.0623, 0.3616], [-0.2546, 3.8867, 1.5309], [-2.2429, 2.7633, 0.5465], [-0.5173, 3.7652, -0.9627], [3.7864, 1.7742, -2.7342], [4.0538, 1.5202, -1.0122], [2.7323, 2.5689, -1.5742], [1.6504, 0.8814, -3.8161], [0.6033, 1.4878, -2.5324], [0.6254, -0.2459, -2.9299], [3.5678, -0.7698, -3.1504], [2.4874, -1.6973, -2.1015], [3.9567, -0.9644, -1.4361], [3.1391, 0.3190, 3.0890], [2.6872, -0.7522, 4.4037], [1.7405, 0.7084, 4.1108], [2.9942, -1.5413, 1.4172], [1.5170, -2.5008, 1.2445], [2.5384, -2.7110, 2.6619], [-0.3520, -0.7217, 3.9946], [0.6190, -2.1693, 4.2901], [-0.4235, -2.0975, 2.8712], [-0.3865, 3.3492, 2.4725], [-0.8102, 4.8229, 1.5984], [0.7990, 4.1520, 1.4206], [-2.4031, 2.1509, 1.4355], [-2.6546, 2.2574, -0.3245], [-2.7920, 3.6968, 0.6777], [0.5436, 3.9905, -1.0933], [-1.0661, 4.7072, -1.0082], [-0.8471, 3.1371, -1.7904], [-2.9079, -2.4546, -2.7290], [-2.7055, -2.4043, -1.2126], [-3.7569, -3.0439, -0.4945], [-2.7530, -0.6881, -0.6492], [-2.2291, -0.6906, 0.8752], [-4.2042, -0.1335, -0.5995], [-1.6925, 0.1445, -1.3024], [-1.0727, -3.1912, -0.7725], [-1.1591, -3.2899, 0.8334], [-0.9500, -4.4960, -1.4148], [-0.0319, -2.0483, -0.9937], [-3.9091, -2.1088, -2.9945], [-2.7978, -3.4875, -3.0609], [-2.1655, -1.8540, -3.2550], [-3.8262, -3.9618, -0.7924], [-2.5833, -1.3870, 1.4528], [-4.7455, -0.1843, -1.3967], [-1.2190, -4.2064, 1.1289]], "forces_ev_per_angstrom": [[0.915, 1.083, -0.004], [0.118, 0.115, -0.073], [-0.275, -0.175, 0.292], [0.047, 0.064, -0.171], [0.112, -0.040, -0.090], [0.188, 0.014, -0.088], [-0.093, -0.265, -0.028], [0.314, -0.176, 0.193], [-0.177, 0.219, -0.300], [0.049, -0.044, 0.140], [0.075, -0.169, 0.059], [-0.066, -0.098, 0.117], [-0.157, 0.202, -0.042], [0.110, -0.280, -0.091], [-0.019, 0.134, 0.102], [-0.121, 0.061, 0.059], [-0.011, 0.069, -0.027], [-0.003, -0.005, 0.007], [-0.014, -0.019, 0.013], [-0.039, -0.018, 0.008], [-0.022, -0.030, 0.004], [0.004, 0.012, 0.036], [0.014, 0.003, 0.033], [0.006, -0.009, 0.011], [-0.033, 0.015, 0.005], [-0.009, 0.013, 0.009], [-0.010, -0.012, -0.049], [-0.005, 0.017, 0.000], [-0.019, 0.000, -0.020], [-0.020, 0.038, -0.008], [-0.028, 0.032, 0.027], [0.034, 0.014, -0.025], [0.015, 0.015, -0.006], [-0.006, 0.002, -0.006], [0.021, 0.016, -0.032], [0.000, -0.015, -0.006], [-0.011, -0.019, -0.005], [0.008, -0.023, -0.039], [0.016, -0.006, -0.006], [0.034, -0.010, -0.008], [-0.001, -0.008, -0.002], [0.006, -0.024, 0.016], [0.004, -0.005, 0.014], [-0.015, -0.008, -0.003], [0.005, -0.042, 0.001], [-0.246, -0.115, -0.092], [-0.003, -0.022, -0.062], [0.451, -0.160, -0.056], [-0.381, -0.063, -0.196], [-0.014, 0.129, 0.123], [-0.437, -0.191, -0.065], [0.380, 0.527, -0.068], [-0.037, 0.018, 0.076], [0.001, 0.010, -0.132], [-0.682, -0.581, 0.438], [0.006, 0.008, -0.005], [-0.013, 0.002, 0.005], [0.019, 0.009, 0.029], [0.016, 0.014, 0.002], [0.137, -0.079, 0.048], [-0.108, -0.042, -0.072], [-0.031, -0.103, 0.010]], "multiplicity": 2, "e_homo_ev": [-11.77, -12.29], "charge": 1, "de_lowest_ev": 0.199, "homo_lumo_gap_ev": [8.805, 9.733]}

(5)
{"formula": "C21H33IN2Os", "method": "ωB97M-V with the def2-TZVPD basis set", "elements": ["C", "C", "H", "H", "H", "H", "H", "H", "Os", "C", "H", "H", "H", "I", "C", "C", "C", "C", "C", "C", "C", "N", "C", "C", "C", "C", "C", "C", "C", "N", "C", "C", "C", "C", "H", "H", "H", "H", "H", "H", "H", "H", "H", "H", "H", "H", "H", "H", "H", "H", "H", "H", "H", "H", "H", "H", "H", "H"], "xyz": [[0.5377, -1.1129, -5.2169], [0.5219, 0.3772, -5.5358], [1.5601, -1.4965, -5.1893], [-0.0041, -1.6809, -5.9790], [0.0789, -1.3290, -4.2446], [0.8813, 0.9777, -4.6972], [1.1639, 0.5895, -6.3952], [-0.4857, 0.7155, -5.7897], [-0.2982, -0.7138, -0.1269], [-0.6645, 0.9099, -1.1182], [0.3777, 1.3253, -1.1190], [-1.3567, 1.6173, -0.6230], [-0.9671, 0.7345, -2.1712], [-0.2234, -2.3851, -1.8601], [-3.5284, 0.0467, 6.1736], [-4.1779, 0.3690, 4.8251], [-5.3721, -0.5725, 4.6170], [-4.6647, 1.8239, 4.8470], [-3.1882, 0.1911, 3.6626], [-3.6432, 0.4112, 2.3600], [-2.8015, 0.2562, 1.2713], [-1.4970, -0.1107, 1.4330], [-1.0265, -0.3041, 2.6945], [-1.8571, -0.1674, 3.8245], [0.3722, -0.5766, 2.7295], [1.1232, -0.8176, 3.8904], [2.4852, -1.0837, 3.8101], [3.0546, -1.0870, 2.5274], [2.2929, -0.7995, 1.4095], [0.9484, -0.5454, 1.4961], [3.3806, -1.3251, 5.0345], [4.0977, -2.6759, 4.9119], [4.4187, -0.2003, 5.1486], [2.5518, -1.3416, 6.3213], [-4.2549, 0.1952, 6.9816], [-2.6746, 0.7078, 6.3654], [-3.2009, -0.9994, 6.2089], [-6.0887, -0.4720, 5.4404], [-5.8928, -0.3604, 3.6770], [-5.0290, -1.6141, 4.5970], [-3.8146, 2.5033, 4.9812], [-5.1784, 2.0858, 3.9162], [-5.3564, 1.9859, 5.6808], [-4.6840, 0.7044, 2.1816], [-3.1208, 0.4290, 0.2473], [-1.3988, -0.3409, 4.7984], [0.5817, -0.7775, 4.8338], [4.1092, -1.3201, 2.3974], [2.6995, -0.7858, 0.3938], [4.7293, -2.7250, 4.0190], [4.7248, -2.8473, 5.7960], [3.3621, -3.4878, 4.8646], [3.9167, 0.7693, 5.2465], [5.0380, -0.3477, 6.0413], [5.0761, -0.1679, 4.2739], [2.0247, -0.3906, 6.4613], [1.8248, -2.1624, 6.3027], [3.2071, -1.4934, 7.1868]], "forces_ev_per_angstrom": [[0.096, -0.062, -0.181], [-0.077, 0.019, -0.106], [-0.049, -0.018, 0.055], [0.066, 0.025, 0.152], [-0.038, 0.122, -0.314], [0.051, 0.015, -0.037], [-0.107, 0.014, 0.126], [0.085, 0.016, 0.055], [-0.800, -0.191, 0.912], [-0.287, 1.747, -2.021], [-0.518, 0.065, -0.064], [0.422, -0.343, -0.153], [0.126, 0.301, 0.563], [0.234, -1.492, -1.153], [0.116, -0.045, -0.050], [0.150, -0.082, 0.297], [0.046, -0.303, -0.223], [0.203, 0.263, -0.194], [-0.703, 0.099, 0.539], [-0.141, 0.079, -0.947], [0.120, -0.104, 0.592], [-1.650, 0.413, 1.011], [-2.247, 0.593, 0.588], [1.197, -0.234, -0.825], [2.292, -0.360, 0.425], [-1.064, 0.289, -0.636], [0.668, 0.013, 0.231], [-0.005, 0.109, -0.543], [-0.388, -0.134, 0.242], [2.548, -0.827, 1.822], [-0.238, -0.090, 0.392], [-0.162, -0.250, -0.219], [-0.056, 0.325, -0.253], [-0.162, -0.012, -0.021], [0.175, -0.026, -0.226], [-0.112, -0.121, 0.083], [0.004, 0.153, 0.084], [0.190, 0.079, -0.183], [-0.028, -0.072, 0.198], [-0.153, 0.121, -0.019], [-0.182, -0.006, -0.035], [0.018, 0.057, 0.176], [0.109, -0.139, -0.183], [0.527, -0.109, 0.030], [-0.111, -0.068, 0.221], [-0.424, 0.118, -0.250], [0.425, -0.124, -0.168], [-0.223, 0.146, -0.009], [0.049, -0.025, 0.448], [-0.004, -0.053, 0.182], [-0.121, 0.127, -0.256], [0.183, 0.046, -0.025], [0.159, -0.077, -0.028], [-0.157, -0.065, -0.225], [-0.023, 0.041, 0.139], [0.066, -0.133, 0.109], [0.050, 0.128, 0.106], [-0.148, 0.041, -0.230]], "multiplicity": 5, "e_homo_ev": [-14.89, -15.97], "charge": 2, "homo_lumo_gap_ev": [6.995, 6.600]}

(6)
{"formula": "C4H14NO2", "method": "ωB97M-V with the def2-TZVPD basis set", "elements": ["C", "C", "C", "C", "N", "H", "H", "H", "H", "H", "H", "H", "H", "H", "H", "H", "H", "O", "H", "H", "O"], "xyz": [[0.3515, 0.0084, 0.8513], [-0.0786, 0.1285, 2.3543], [0.0028, -1.1278, 3.2285], [0.6690, -2.2569, 2.8526], [-0.5968, 0.6764, -0.1113], [0.4060, -1.0341, 0.5474], [1.3191, 0.4550, 0.8710], [-1.0299, 0.6578, 2.3910], [0.6843, 0.6556, 2.9651], [-0.8195, -1.2823, 3.8366], [1.3690, -2.6937, 3.6297], [0.4603, -2.6655, 1.8969], [-1.6195, 0.5710, 0.2085], [-0.6077, 0.0329, -0.9350], [-0.5689, 1.6157, -0.5326], [-0.3521, -0.1796, -5.5614], [1.0874, 0.3828, -5.1555], [0.1396, 0.2921, -4.8796], [-0.2651, 2.6964, -2.7449], [-0.2411, 1.2382, -3.2492], [-0.3098, 1.8290, -2.4635]], "forces_ev_per_angstrom": [[-0.158, 0.241, 2.036], [-0.223, -0.817, -0.335], [0.120, -0.623, -3.387], [0.790, 0.780, 2.260], [-2.857, -2.164, -0.430], [0.075, 0.145, -0.077], [0.656, 0.327, -1.097], [-0.082, 0.051, 0.423], [-0.535, 0.638, -0.856], [-0.437, 0.750, 3.412], [-1.981, -0.830, -0.856], [1.652, 0.079, -1.486], [1.812, 0.227, -0.057], [0.162, 1.071, 0.352], [1.019, -0.111, 0.255], [0.306, 0.083, -0.054], [-1.446, -0.310, 0.071], [1.144, 0.301, 0.181], [0.155, 2.748, -1.218], [-0.018, 0.557, 0.140], [-0.156, -3.142, 0.723]], "multiplicity": 1, "e_homo_ev": -11.45, "charge": 1, "de_lowest_ev": 4.435, "homo_lumo_gap_ev": 8.268}

Q: Look up the multiplicity of the fourth one.
A: 2